(1)
C40H99N7O15Sr | ωB97M-V with the def2-TZVPD basis set

Structure (XYZ):
```
162
Properties=species:S:1:pos:R:3:mulliken_charge:R:1
Sr -0.7446 3.2921 2.5384 1.431
C 0.4440 0.3417 -0.8985 -0.821
C -0.0710 0.9443 0.2770 0.378
C -1.3044 0.3044 1.0101 0.243
O -1.7655 0.8989 2.0363 -0.969
C -1.8991 -0.8185 0.3475 0.728
C -1.3491 -1.3851 -0.7932 0.346
C -0.2102 -0.7168 -1.4998 -0.124
O 0.3747 -1.2590 -2.4859 -0.055
O -1.8607 -2.4708 -1.2129 -0.887
O 0.4663 1.9116 0.8462 -0.663
H 1.3845 0.6784 -1.3109 0.391
H -2.7383 -1.2625 0.8651 0.293
C -1.0961 -3.0385 -5.3132 -0.250
O -1.0943 -3.5169 -3.9790 -0.604
H -1.5261 -3.6726 -6.0871 0.354
H -1.6137 -2.0750 -5.3056 -0.069
H -0.0430 -2.9187 -5.5901 0.131
H -0.6050 -2.9014 -3.4154 0.235
C 2.1204 3.9465 -2.1566 -0.240
O 3.2662 3.2616 -2.6204 -0.634
H 1.8756 3.6590 -1.1321 -0.251
H 2.3870 5.0034 -2.0854 0.557
H 1.2525 3.8481 -2.8120 0.135
H 2.9799 2.3806 -2.9271 0.346
C -3.7080 -1.3304 5.5974 -1.571
C -3.2562 -0.6409 4.3137 1.028
O -1.8395 -0.5423 4.3238 -0.560
H -3.5033 -0.7346 6.4893 0.385
H -3.0733 -2.1882 5.8396 0.242
H -4.7057 -1.7570 5.5066 0.357
H -3.6301 0.3884 4.3204 0.032
H -3.5508 -1.2309 3.4438 -0.158
H -1.6444 -0.0451 3.5024 0.185
C -5.7013 -4.1477 2.0807 -1.364
C -4.8771 -3.6853 0.8991 0.984
O -4.5323 -4.7858 0.0729 -0.546
H -5.9845 -3.2738 2.6704 0.274
H -5.1678 -4.9079 2.6532 0.354
H -6.6234 -4.6428 1.7667 0.457
H -3.9634 -3.1590 1.1671 -0.736
H -5.5219 -2.9704 0.3767 0.207
H -5.3554 -5.2527 -0.1000 0.322
C 5.4376 -2.0877 2.6525 -1.404
C 6.0569 -0.7291 2.3852 0.493
C 5.0845 0.2807 1.7615 -0.343
O 4.6257 -0.0757 0.4767 0.074
C 4.1713 1.0690 -0.2608 -0.863
N 6.7002 -0.1091 3.5332 -0.745
H 6.1263 -2.8248 3.0701 0.443
H 4.9542 -2.5353 1.7799 0.220
H 4.5678 -2.1082 3.3200 0.348
H 6.7821 -0.9478 1.5967 0.154
H 5.6621 1.2083 1.6762 0.418
H 4.2299 0.5066 2.4070 -0.213
H 4.0373 0.7188 -1.2868 0.097
H 4.9744 1.8040 -0.3130 0.723
H 3.1542 1.3614 0.0114 0.069
H 7.1479 -0.9132 3.9701 0.337
H 6.0157 0.1001 4.2567 0.260
C 0.2036 2.0608 7.0975 -1.487
C 0.3015 2.5463 5.6495 0.104
C 1.5195 2.2285 4.7726 -0.651
O 1.4480 2.9012 3.5058 -0.271
C 2.5556 2.6257 2.6505 -0.146
N -0.9242 2.2197 4.9158 0.030
H 0.1420 0.9730 7.1152 0.344
H -0.6270 2.5981 7.5538 0.418
H 1.0758 2.4106 7.6532 0.434
H 0.3413 3.6358 5.7824 0.288
H 1.4503 1.1347 4.7362 0.264
H 2.4574 2.4743 5.2731 0.461
H 2.5589 3.2667 1.7669 0.133
H 2.4875 1.5883 2.3365 -0.452
H 3.5246 2.9505 3.0397 0.479
H -1.5832 2.6376 5.5732 0.200
H -1.1308 1.2369 5.1213 0.040
C -2.0175 -4.4996 3.6657 -1.660
C -1.4922 -3.5492 2.6270 2.665
C 0.0016 -3.1640 2.6819 -1.465
O 0.4770 -2.3945 1.6068 0.176
C 1.6078 -1.6316 1.9513 -0.329
N -1.6672 -4.2524 1.3741 -0.677
H -1.8963 -4.0284 4.6459 0.359
H -1.5455 -5.4812 3.6429 0.420
H -3.0800 -4.6821 3.5025 0.149
H -1.9838 -2.5678 2.6542 -0.970
H 0.6336 -4.0507 2.8030 0.286
H 0.0067 -2.7140 3.6862 0.369
H 2.0877 -1.3141 1.0255 -0.160
H 2.2994 -2.3027 2.4715 0.643
H 1.3783 -0.7679 2.5878 -0.261
H -2.6299 -4.5635 1.3023 0.140
H -1.6258 -3.6621 0.5440 0.180
C 3.8289 -2.2875 -3.9912 -1.143
C 3.8890 -2.9404 -2.6085 0.340
C 5.2685 -3.0559 -1.9442 -0.366
O 5.8600 -4.1934 -2.5312 -0.387
C 7.1805 -4.4354 -2.0945 -0.781
N 3.0538 -2.0767 -1.6992 0.099
H 4.1449 -3.0493 -4.7060 0.464
H 4.5117 -1.4316 -3.9899 0.301
H 2.8793 -1.8094 -4.2207 -0.154
H 3.3302 -3.8763 -2.5989 0.436
H 5.3052 -3.1594 -0.8545 0.181
H 5.9136 -2.1905 -2.1521 0.315
H 7.8127 -3.5818 -2.3470 0.315
H 7.4468 -5.3244 -2.6693 0.269
H 7.2461 -4.7732 -1.0562 0.289
H 2.2758 -1.6483 -2.1941 -0.169
H 3.6928 -1.4004 -1.3012 -0.105
C -5.4966 3.9900 2.3995 -1.736
C -4.0560 3.6108 2.0117 0.899
C -3.5577 4.4603 0.8695 -0.991
O -2.2699 4.0422 0.4915 0.092
C -1.8112 4.5798 -0.7274 -0.615
N -3.2899 3.6712 3.2355 -0.268
H -5.5246 5.0776 2.5243 0.447
H -5.8914 3.6165 3.3426 0.434
H -6.1469 3.7239 1.5648 0.371
H -4.1178 2.5659 1.6990 -0.123
H -3.3638 5.5075 1.1395 0.389
H -4.2368 4.4110 0.0155 0.316
H -2.3398 4.2774 -1.6297 0.275
H -0.7612 4.2735 -0.7231 -0.006
H -1.6536 5.6648 -0.6937 0.336
H -3.2998 4.6037 3.6573 0.243
H -3.7651 3.2757 4.0419 0.209
C 1.3173 0.2154 -6.1623 -0.995
C 2.1079 1.3342 -5.5103 0.171
C 1.8194 2.8037 -5.9586 -1.145
O 0.4317 3.0026 -6.0598 0.025
C 0.1356 3.9485 -7.0692 -1.050
N 1.8583 1.1395 -4.0508 0.084
H 1.6280 -0.7630 -5.8028 0.288
H 1.4747 0.1891 -7.2460 0.499
H 0.2577 0.3973 -5.9920 -0.009
H 3.1840 1.1466 -5.4937 0.331
H 2.2928 2.8919 -6.9450 0.582
H 2.3363 3.5963 -5.4100 0.429
H -0.9049 4.2704 -7.0584 0.221
H 0.2416 3.4393 -8.0339 0.402
H 0.7938 4.8189 -7.1131 0.360
H 0.9952 1.5414 -3.7071 0.273
H 1.8557 0.1442 -3.8749 -0.409
C -4.4928 1.3280 -1.5789 -1.226
C -4.6322 0.0569 -2.3872 0.118
C -3.4740 -0.0881 -3.4027 0.430
O -3.2342 1.1497 -4.0505 -0.437
C -2.0521 1.0915 -4.8065 -0.453
N -4.6449 -1.0663 -1.4576 -0.586
H -3.4971 1.3353 -1.1307 0.015
H -5.1757 1.3698 -0.7226 0.405
H -4.7083 2.2782 -2.0743 0.523
H -5.5367 0.1175 -2.9969 0.386
H -3.7345 -0.8884 -4.1028 0.381
H -2.5764 -0.4798 -2.9143 -0.599
H -2.0223 0.3391 -5.5959 0.273
H -1.1675 0.9888 -4.1657 0.041
H -1.8739 2.1071 -5.1670 0.276
H -3.7694 -1.2262 -0.9736 -0.058
H -5.3656 -0.7563 -0.8173 0.263
```

Summary:
Kohn-Sham gap: 5.465 eV

(2)
C3H5NO | ωB97M-V with the def2-TZVPD basis set

Structure (XYZ):
```
10
Properties=species:S:1:pos:R:3:mulliken_charge:R:1
C 0.8398 0.4587 -1.1523 0.202
C -1.0776 -0.2207 0.2588 -0.276
C 0.1578 -0.4200 0.9748 -0.402
H 1.4296 1.3337 -0.5473 0.182
H -1.7476 0.6321 0.0883 0.219
H -1.9444 -0.7775 0.2758 0.256
H 0.6426 0.6718 1.1865 0.137
H 0.2266 -1.2047 1.6040 0.313
N 0.0288 -0.4954 -0.5508 -0.185
O 1.4442 0.0221 -2.1379 -0.446
```

Summary:
ΔE to the lowest compared entry with this formula, charge and spin: 371.2 kJ/mol
SMILES: O=CN1CC1
Kohn-Sham gap: 10.603 eV

(3)
C5H10N2S | ωB97M-V with the def2-TZVPD basis set

Structure (XYZ):
```
18
Properties=species:S:1:pos:R:3:mulliken_charge:R:1
C -2.2135 -0.8466 0.4989 -0.931
C -1.2734 0.0477 -0.1781 0.746
C -2.0225 1.4119 -0.3747 -1.131
C 0.0922 0.1426 -0.4031 -0.637
C 2.2238 -1.2291 -0.2545 0.034
H -2.4885 -0.4679 1.5543 0.266
H -1.4278 -1.7057 0.8232 0.261
H -3.0611 -1.1655 -0.2453 0.277
H -3.1694 1.4554 -0.5629 0.327
H -1.4964 1.8121 -1.2738 0.325
H -1.8090 2.1956 0.6072 0.179
H 0.5745 1.0357 -0.7679 0.429
H 2.7606 -2.1608 -0.4720 0.284
H 4.0819 -0.9396 -0.1424 0.288
H 1.8129 0.8654 1.4290 0.170
N 0.8843 -1.0097 -0.1058 -0.461
N 3.2500 -0.5038 -0.3696 -0.211
S 3.2814 1.0623 0.2376 -0.216
```

Summary:
ΔE to the lowest compared entry with this formula, charge and spin: 634.6 kJ/mol
Kohn-Sham gap: 7.032 eV

(4)
C4H26BO21 | ωB97M-V with the def2-TZVPD basis set

Structure (XYZ):
```
52
Properties=species:S:1:pos:R:3:lowdin_spin:R:1
O -0.4368 1.9478 2.8966 0.000
C -0.0662 1.1563 1.9820 0.001
O -0.7430 0.6507 0.9875 0.004
B 0.0992 -0.1815 0.0594 0.013
O 1.4761 -0.0232 0.6525 0.002
C 1.3917 0.6763 1.7810 0.000
O 2.3028 0.9304 2.5287 0.000
O 0.0004 0.2458 -1.2990 0.070
C -0.5085 -0.7892 -2.0212 0.244
O -0.9428 -0.7471 -3.1863 0.195
C -0.6000 -2.0057 -1.0772 0.215
O -0.2201 -1.5973 0.0767 0.084
O -1.0107 -3.1073 -1.4374 0.150
O -3.4077 -4.3822 -2.4885 0.002
H -3.0210 -5.2180 -2.2273 0.000
H -2.8487 -3.7211 -2.0802 0.001
O -1.6239 4.5514 2.5336 0.000
H -2.5469 4.7756 2.6518 0.000
H -1.5378 3.6787 2.9173 0.000
O 1.5552 -4.1618 -1.3312 0.005
H 1.7330 -4.1091 -2.2703 0.000
H 0.6288 -3.9355 -1.2492 0.002
O -3.7572 -0.0545 -1.4852 0.004
H -3.1854 -0.7889 -1.7084 0.002
H -4.2573 -0.3610 -0.7287 0.000
O -2.8310 2.7362 -0.0128 0.000
H -2.0031 2.6509 0.4601 0.000
H -3.1673 1.8419 -0.0710 0.000
O -1.4033 2.4376 5.5779 0.000
H -0.9465 2.3950 4.7378 0.000
H -1.0704 1.6873 6.0704 0.000
O -2.5749 -0.1820 -5.2325 0.003
H -2.2435 -0.6114 -4.4438 0.001
H -3.2823 0.3818 -4.9196 0.000
O 2.8689 4.1956 2.4830 0.000
H 2.7229 4.9055 1.8579 0.000
H 2.3531 3.4651 2.1415 0.000
O 3.3107 -2.3872 1.6967 0.000
H 2.9207 -1.8473 1.0092 0.000
H 3.3558 -3.2644 1.3164 0.000
O -0.0639 -2.1584 -5.6537 0.001
H 0.6388 -2.0528 -6.2950 0.000
H -0.8286 -1.7582 -6.0676 0.000
O 2.6440 1.5160 5.0748 0.000
H 2.0433 2.2555 4.9823 0.000
H 2.4246 0.9360 4.3456 0.000
O 5.1312 -0.6281 3.0723 0.000
H 5.1883 -0.9848 3.9587 0.000
H 4.2741 -0.9116 2.7543 0.000
O 0.7093 0.8113 -4.7956 0.001
H 1.4304 0.6199 -4.1959 0.000
H -0.0744 0.5212 -4.3288 0.000
```

Summary:
Multiplicity: 2
ΔE to the lowest compared entry with this formula, charge and spin: 0.0 kJ/mol
Total charge: -2
<S²>: 0.753
Kohn-Sham gap (alpha / beta): 4.106 / 8.062 eV

(5)
C9H26NO7V | ωB97M-V with the def2-TZVPD basis set

Structure (XYZ):
```
44
Properties=species:S:1:pos:R:3:mulliken_charge:R:1
O -18.9362 -21.3356 -8.2413 -0.709
V -19.1163 -20.5841 -6.8592 1.458
O -18.1610 -19.3618 -6.8193 -0.681
C -23.1668 -19.0215 -11.6628 -1.993
C -22.3331 -17.7685 -11.7253 1.723
C -23.0337 -16.9275 -12.7678 -1.171
C -22.5615 -15.5014 -12.8770 -0.865
C -22.4347 -14.7877 -11.5261 -1.070
C -21.7965 -15.5872 -10.3705 1.542
N -22.3309 -17.0051 -10.4102 0.316
O -22.1961 -17.8097 -9.2219 -0.555
C -22.0973 -14.7436 -9.1205 -1.817
C -20.2365 -15.6341 -10.5266 -1.723
C -20.9774 -18.1841 -12.2994 -1.788
H -22.6594 -19.7144 -10.9915 0.424
H -23.2132 -19.4919 -12.6450 0.451
H -24.1596 -18.8297 -11.2559 0.442
H -24.1058 -16.8230 -12.6013 0.467
H -22.9416 -17.3576 -13.7651 0.354
H -23.1953 -14.9598 -13.5793 0.385
H -21.5995 -15.5007 -13.3894 0.343
H -23.3696 -14.3401 -11.1890 0.474
H -21.7063 -14.0059 -11.7410 0.357
H -22.2220 -13.6852 -9.3495 0.388
H -21.5046 -14.9361 -8.2263 0.353
H -23.1078 -15.0382 -8.8372 0.496
H -19.9333 -14.6104 -10.3069 0.478
H -19.9821 -15.9175 -11.5479 0.403
H -19.7668 -16.2902 -9.7938 0.330
H -20.4619 -17.4420 -12.9089 0.304
H -21.0190 -19.1672 -12.7682 0.425
H -20.2867 -18.2689 -11.4604 0.411
O -22.0174 -23.3148 -5.7487 -0.610
H -22.3910 -24.0166 -6.2818 0.311
H -22.7506 -22.9979 -5.2212 0.312
O -16.9131 -23.3224 -4.9461 -0.586
H -15.9834 -23.5006 -5.0881 0.302
H -17.1369 -23.8251 -4.1629 0.307
O -20.2469 -19.9072 -2.8713 -0.608
H -19.7095 -19.3304 -2.3283 0.312
H -20.6835 -20.4866 -2.2468 0.307
O -20.7078 -25.2669 -12.3113 -0.642
H -19.9780 -25.8833 -12.3710 0.318
H -20.3913 -24.5758 -11.7295 0.324
```

Summary:
ΔE to the lowest compared entry with this formula, charge and spin: 662.4 kJ/mol
Kohn-Sham gap: 2.963 eV

(6)
C44H88O23 | ωB97M-V with the def2-TZVPD basis set

Structure (XYZ):
```
155
Properties=species:S:1:pos:R:3:mulliken_charge:R:1
C -0.8828 -0.4228 7.3893 -0.843
C -1.8644 0.6511 6.8942 -0.186
O -1.2199 1.3573 5.8370 -0.243
C -1.9629 2.0039 4.9514 0.668
O -3.1338 1.8226 4.7153 -0.579
O -1.1716 2.8465 4.2783 -0.148
C -1.7391 3.4485 3.1379 -0.540
H -0.1287 0.0131 8.0377 0.354
H -0.4881 -0.9653 6.5274 -0.074
H -1.4041 -1.2472 7.8819 0.408
H -2.1817 1.2619 7.7364 0.282
H -2.6949 0.1255 6.4191 0.231
H -1.7247 2.8068 2.2530 0.140
H -1.1516 4.3240 2.8664 0.155
H -2.7706 3.7985 3.1879 0.371
C 0.1264 7.3727 4.2323 -1.088
C 1.2424 6.3301 4.2170 -0.303
O 1.1168 5.6164 2.9853 -0.270
C 1.8470 4.5274 2.8137 0.695
O 2.6637 4.0852 3.5816 -0.600
O 1.3412 3.8605 1.7774 -0.156
C 1.7770 2.5239 1.6164 -0.394
H 0.3213 8.0738 5.0414 0.381
H -0.8001 6.8149 4.3443 0.251
H 0.1495 7.9337 3.3001 0.283
H 1.1617 5.6021 5.0291 0.285
H 2.2457 6.7413 4.3514 0.397
H 1.4814 1.9330 2.4871 0.279
H 2.8592 2.3919 1.5870 0.452
H 1.3161 2.0808 0.7392 -0.351
C 1.2642 -1.0847 3.1984 -0.672
C 0.1297 -1.2530 2.1820 0.218
O 0.6085 -0.7143 0.9513 0.556
C -0.2531 -0.0343 0.1365 0.237
O -1.4122 0.1446 0.3403 -0.645
O 0.4594 0.2919 -0.9339 0.103
C -0.2687 0.9140 -2.0170 -0.641
H 2.1992 -1.5550 2.8948 0.214
H 0.9773 -1.5550 4.1398 -0.087
H 1.3946 -0.0101 3.3106 -0.059
H -0.7579 -0.7990 2.6269 0.270
H -0.1746 -2.2995 2.0861 -0.039
H -0.0728 0.4431 -2.9770 -0.212
H -0.0958 1.9827 -1.9369 0.369
H -1.3451 0.7752 -1.8938 0.491
C -3.1585 -2.8969 1.0549 -0.885
C -3.8293 -2.3452 2.2972 -0.225
O -4.4831 -1.0920 2.0696 -0.258
C -5.1661 -0.6315 3.1256 0.871
O -5.1483 -1.1353 4.2164 -0.605
O -5.8282 0.4417 2.7741 -0.374
C -6.4604 1.2135 3.7733 -0.651
H -3.8617 -3.4109 0.4000 0.530
H -2.4953 -3.6809 1.4305 0.274
H -2.5750 -2.1723 0.4900 -0.062
H -3.1304 -2.1899 3.1202 0.164
H -4.5659 -3.0676 2.6528 0.376
H -7.2533 1.7764 3.2823 0.272
H -5.7766 1.8924 4.2771 0.231
H -6.9887 0.5847 4.4916 0.318
C 7.6909 0.7531 5.6640 -1.179
C 7.8002 0.5764 4.1502 -0.235
O 6.4652 0.2481 3.7309 -0.243
C 6.3039 0.0640 2.4247 0.585
O 7.1536 -0.1849 1.6179 -0.561
O 4.9944 0.0720 2.1866 -0.134
C 4.5573 -0.1921 0.8545 -0.538
H 8.7080 0.9190 6.0153 0.360
H 7.3125 -0.1967 6.0546 0.298
H 6.8979 1.4222 5.9924 0.330
H 8.5460 -0.2051 3.9945 0.291
H 8.1999 1.4525 3.6398 0.327
H 5.2001 -0.9907 0.4765 0.520
H 4.7090 0.7036 0.2513 0.351
H 3.5250 -0.5288 0.8309 -0.171
C 0.5084 6.9751 -6.2116 -1.187
C -0.0662 5.5452 -6.1426 -0.237
O -0.1215 5.0391 -4.8273 -0.345
C 0.9476 4.5239 -4.2754 0.797
O 2.0083 4.3413 -4.8395 -0.598
O 0.7162 4.3031 -2.9835 -0.336
C 1.8393 3.8369 -2.2476 -0.670
H 0.4125 7.3237 -7.2370 0.396
H 1.5791 6.9315 -6.0047 0.295
H 0.0119 7.5586 -5.4374 0.303
H 0.5607 4.9838 -6.8341 0.297
H -1.0531 5.6258 -6.5899 0.386
H 2.1661 2.8369 -2.5403 0.276
H 1.5379 3.6961 -1.2105 0.151
H 2.7087 4.4875 -2.2876 0.469
C -1.6246 -4.1142 -3.3897 -0.492
C -2.0783 -3.8186 -4.8001 -0.630
C -2.8552 -2.4758 -4.6497 -0.160
O -2.3608 -1.8607 -3.4639 -0.250
C -1.3886 -2.6867 -2.8655 1.072
H -0.6390 -4.5882 -3.4114 0.262
H -2.2414 -4.7146 -2.7235 0.358
H -2.6811 -4.5626 -5.3214 0.496
H -1.2093 -3.6599 -5.4426 0.005
H -3.9190 -2.6966 -4.5793 0.419
H -2.5746 -1.8913 -5.5262 -0.256
H -1.5024 -2.6303 -1.7801 -0.265
H -0.3649 -2.3776 -3.1144 -0.564
C 1.5615 -2.0284 -7.2476 -0.571
C 0.4905 -0.9560 -7.4492 -0.687
C 0.2163 -0.3410 -6.0345 0.256
O 1.3534 -0.7383 -5.3118 -0.360
C 1.7668 -2.0365 -5.7097 -0.167
H 2.4823 -1.7263 -7.7426 0.239
H 1.1391 -2.9177 -7.7107 0.304
H -0.3916 -1.3524 -7.9563 0.306
H 0.7373 -0.0721 -8.0419 0.339
H -0.7492 -0.6998 -5.6518 -0.413
H 0.1031 0.7412 -6.0583 0.406
H 1.1457 -2.7903 -5.2144 -0.138
H 2.8042 -2.1421 -5.4056 0.492
C 0.0640 -5.6345 3.7824 0.295
C 1.1275 -5.0548 4.6990 -0.522
C 0.3155 -4.3909 5.8297 0.195
O -1.0332 -4.8479 5.6441 -0.411
C -1.0649 -5.9548 4.7632 -0.535
H 0.4287 -6.4415 3.1446 0.412
H -0.3063 -4.8986 3.0615 -0.496
H 1.6751 -4.3671 4.0575 0.240
H 1.6598 -5.8767 5.1781 0.362
H 0.3214 -3.2990 5.7527 -0.357
H 0.5354 -4.6412 6.8712 0.273
H -2.0448 -5.9882 4.2872 0.314
H -0.8958 -6.8460 5.3823 0.271
C 1.1739 -3.5913 -1.0094 0.765
C 2.2121 -4.2828 -0.1179 -0.396
C 3.5175 -4.1825 -0.9155 -0.601
O 3.3908 -2.8957 -1.5392 -0.548
C 2.0266 -2.7198 -1.9374 0.015
H 0.5882 -3.0089 -0.2999 -0.782
H 0.6594 -4.4436 -1.4489 0.387
H 1.9652 -5.3149 0.1444 0.368
H 2.2601 -3.7924 0.8583 -0.009
H 3.5871 -4.9879 -1.6540 0.250
H 4.4461 -4.1614 -0.3511 0.390
H 2.0138 -3.2077 -2.9216 -0.007
H 1.7257 -1.6801 -2.0146 0.129
C -5.1432 0.9138 -6.0175 -0.602
C -4.9387 1.9330 -4.8616 -0.668
C -3.4254 1.7776 -4.6537 0.144
O -2.9031 1.6526 -5.9482 -0.388
C -3.7698 0.8275 -6.7147 -0.251
H -5.8462 1.1188 -6.8276 0.349
H -5.5124 -0.0281 -5.6034 0.232
H -5.5498 1.7350 -3.9856 0.371
H -5.2545 2.8716 -5.3188 0.276
H -3.1562 0.9732 -3.9588 -0.163
H -2.9851 2.6601 -4.1813 0.314
H -3.3791 -0.1886 -6.8409 0.080
H -3.7876 1.2351 -7.7278 0.365
```

Summary:
ΔE to the lowest compared entry with this formula, charge and spin: 102.1 kJ/mol
SMILES: CCOC(=O)OC.CCOC(=O)OC.CCOC(=O)OC.CCOC(=O)OC.CCOC(=O)OC.CCOC(=O)OC.C1CCOC1.C1CCOC1.C1CCOC1.C1CCOC1.C1CCOC1
Kohn-Sham gap: 10.185 eV